No. 1
Entry from the Open Molecules 2025 dataset: a 2-piece molecular cluster, H2NO2P overall at a distorted geometry (wB97M-V/def2-TZVPD).

Cartesian coordinates (Å):
N -3.77509 1.53506 0.38001
O -0.40390 -1.11718 0.42888
O -3.90220 0.45276 -0.05162
P -4.21331 -0.90374 -0.65634
H 0.38155 -1.17315 -0.05086
H -1.16989 -0.94050 -0.10574

Properties
**Orbital gap (alpha / beta)**: 7.7 / 7.6 eV
**HOMO energy (alpha / beta)**: -8.73 / -8.70 eV



No. 2
Entry from the Open Molecules 2025 dataset: a 2-piece molecular cluster, C22H46ClF7N4OP overall at a distorted geometry (wB97M-V/def2-TZVPD).

Cartesian coordinates (Å):
C -4.13782 -4.24692 5.68201
C -4.12137 -3.47305 4.35729
C -2.71111 -3.10542 3.89449
C -1.88732 -2.30361 4.91976
C -1.18505 -1.08570 4.32373
C -0.10903 -1.43966 3.29777
C 0.57546 -0.22862 2.66117
C 1.22128 -0.54387 1.30926
C 2.36168 0.41209 0.96108
C 2.80254 0.41361 -0.50984
C 3.00857 -1.05494 -0.96640
N 1.90618 -1.76796 -1.57107
C 4.21016 1.06124 -0.70529
C 4.69173 2.41614 -0.11238
C 4.85647 3.58691 -1.07467
F 3.87340 2.84045 0.94928
O 1.81129 0.91352 -1.42640
C 1.17065 2.17265 -1.26336
C -0.10827 2.06495 -0.41355
N -0.85006 0.82758 -0.62717
C 0.87876 2.75301 -2.66087
C -0.35520 2.19531 -3.37947
C -0.19528 0.76143 -3.89486
C -1.51667 0.03948 -4.08972
Cl -2.41576 0.70528 -5.48570
N 2.09659 2.65631 -3.45741
C 2.13764 3.43917 -4.67949
C 2.20704 4.92865 -4.39459
N 2.16255 5.77491 -5.33954
H -3.23134 -4.85974 5.78051
H -4.15983 -3.58846 6.55956
H -5.00185 -4.91505 5.73722
H -4.70320 -2.54863 4.45234
H -4.57461 -4.09640 3.58610
H -2.79854 -2.50337 2.97827
H -2.18909 -4.02390 3.60032
H -2.55811 -1.95694 5.71968
H -1.13702 -2.94338 5.40743
H -0.72999 -0.47423 5.11779
H -1.94990 -0.45755 3.83953
H 0.64610 -2.06916 3.79225
H -0.55578 -2.04593 2.49839
H 1.31862 0.20570 3.34443
H -0.19305 0.54658 2.51208
H 1.59351 -1.57919 1.33922
H 0.44065 -0.49335 0.54727
H 3.24876 0.12857 1.54865
H 2.10622 1.41558 1.29713
H 3.35488 -1.61872 -0.08975
H 3.83807 -1.06627 -1.68517
H 1.75111 -1.47754 -2.52425
H 1.04525 -1.69209 -1.04877
H 4.38607 1.09985 -1.78824
H 4.89683 0.29835 -0.31190
H 5.66287 2.22269 0.35787
H 4.06026 4.31556 -0.89802
H 5.81355 4.08867 -0.90664
H 4.79832 3.27434 -2.11541
H 1.84305 2.87718 -0.75774
H -0.72080 2.94938 -0.64629
H 0.15957 2.15263 0.64625
H -1.83553 0.95703 -0.79056
H -0.43720 0.25232 -1.34584
H 0.68024 3.82408 -2.49409
H -1.24704 2.27678 -2.74402
H -0.55709 2.84375 -4.24350
H 0.31347 0.78139 -4.86750
H 0.42126 0.17013 -3.20714
H -2.17305 0.14985 -3.21938
H -1.37710 -1.02575 -4.27865
H 2.32113 1.68589 -3.62200
H 1.30029 3.26121 -5.37276
H 3.04856 3.17622 -5.23206
H 2.31243 5.20788 -3.33800
H 2.24505 6.72595 -4.98621
F -7.35667 -3.98900 -0.30356
P -6.26478 -4.59369 0.78580
F -5.88382 -5.25800 2.26564
F -5.50189 -5.20673 -0.54803
F -4.80821 -3.81064 0.95540
F -7.18925 -5.96347 0.69049
F -6.85039 -3.34331 1.70181

Properties
**Orbital gap**: 9.4 eV
**HOMO energy**: -7.56 eV
**Total charge**: -1



No. 3
Entry from the Open Molecules 2025 dataset: an isolated ion of composition C6H12NO2 and charge -1 at a distorted geometry (wB97M-V/def2-TZVPD).

Cartesian coordinates (Å):
C -0.78046 -0.02271 1.70763
C -0.66162 -0.14817 0.17250
C -0.94319 1.20484 -0.41564
C -1.69425 -1.20646 -0.30909
C 0.95777 -0.53868 -0.17494
O 0.89214 -1.12441 -1.44880
C 1.99033 0.65348 -0.09936
N 2.69720 0.66145 -1.17751
O 3.83490 1.32769 -1.31991
H -1.62802 0.42642 2.01188
H -0.40635 -0.93896 2.17435
H 0.15101 0.57118 1.89740
H -0.77034 1.18065 -1.51908
H -0.46408 2.13645 0.07333
H -2.06858 1.33743 -0.19498
H -1.51264 -2.00384 -1.05341
H -2.01554 -1.57702 0.75882
H -2.62519 -0.74991 -0.60311
H 1.11817 -1.37679 0.54456
H 1.67545 -0.75094 -1.92053
H 2.25330 0.93831 0.89590

Properties
**Orbital gap**: 6.3 eV
**HOMO energy**: -2.85 eV
**SMILES**: CC(C)(C)[C@@H](O)/C=N/[O-]
**Total charge**: -1



No. 4
Entry from the Open Molecules 2025 dataset: a 10-piece molecular cluster, C41H106F24N5O5P5 overall at a distorted geometry (wB97M-V/def2-TZVPD).

Cartesian coordinates (Å):
C -22.16513 24.65925 -8.59026
N -21.22067 25.78974 -8.12718
C -19.83148 25.17197 -7.93179
C -21.09247 26.92631 -9.16667
C -21.82850 26.29762 -6.70556
C -21.30213 27.60258 -6.19267
O -19.93623 27.48451 -6.12043
H -21.71113 24.14609 -9.43801
H -23.15155 24.98741 -8.91795
H -22.19073 23.94316 -7.76888
H -19.15265 25.99310 -7.70151
H -19.51321 24.64293 -8.83007
H -19.84024 24.52098 -7.05758
H -20.37350 26.56934 -9.90406
H -20.58126 27.82579 -8.82357
H -22.01905 27.12055 -9.70688
H -21.63115 25.54953 -5.93775
H -22.89139 26.50265 -6.83326
H -21.70704 27.90229 -5.22608
H -21.57813 28.36641 -6.91964
H -19.59348 28.27855 -5.70373
C -22.79765 13.33941 -5.81638
N -24.17647 13.71930 -5.18747
C -24.49053 15.19592 -5.42794
C -25.22034 12.87905 -5.91273
C -24.38816 13.49972 -3.71939
C -23.60294 14.31515 -2.71902
O -22.22213 14.07439 -2.74005
H -22.95772 13.46256 -6.88751
H -22.59898 12.29630 -5.57031
H -22.01056 14.03693 -5.52991
H -25.48082 15.39496 -5.01834
H -24.46984 15.33791 -6.50847
H -23.73309 15.79512 -4.92260
H -25.11168 11.87387 -5.50541
H -25.08786 13.01263 -6.98637
H -26.25126 13.17546 -5.71923
H -24.32814 12.41410 -3.64251
H -25.44507 13.59210 -3.46932
H -24.09970 14.13942 -1.76486
H -23.90962 15.36010 -2.76485
H -22.10261 13.38523 -2.08249
C -19.46284 14.19300 8.05556
N -18.19636 13.94689 7.19093
C -16.93916 14.43130 8.03256
C -18.08505 12.47984 6.93659
C -18.49488 14.75387 5.86855
C -17.29868 14.70973 4.87283
O -16.68758 15.97647 5.17946
H -20.19262 13.75159 7.37684
H -19.46626 15.26181 8.26946
H -19.34168 13.72738 9.03363
H -17.19450 15.42037 8.41287
H -16.14366 14.52371 7.29315
H -16.62103 13.72519 8.79956
H -17.74827 12.02651 7.86888
H -17.28358 12.25144 6.23405
H -19.03602 12.13898 6.52725
H -18.79032 15.70448 6.31259
H -19.42808 14.33922 5.48734
H -17.64865 14.63318 3.84338
H -16.62140 13.85599 4.84980
H -15.73343 15.94210 5.07936
C -16.28253 18.80764 -4.94448
N -15.64798 17.75018 -4.01053
C -14.20092 18.10720 -3.71913
C -16.53184 17.79159 -2.72022
C -15.76294 16.33498 -4.61665
C -15.21748 15.17151 -3.81680
O -13.79556 15.22010 -3.54543
H -17.32708 18.55575 -5.12775
H -15.68532 18.72124 -5.85221
H -16.15276 19.75700 -4.42490
H -14.19735 19.16194 -3.44419
H -13.62663 18.01701 -4.64118
H -13.86345 17.65610 -2.78601
H -16.61604 18.81060 -2.34255
H -16.06613 17.07871 -2.03976
H -17.49566 17.49099 -3.13106
H -15.34282 16.40793 -5.61978
H -16.82635 16.11494 -4.71069
H -15.33610 14.21842 -4.33221
H -15.67897 14.97729 -2.84859
H -13.25232 15.02394 -4.31226
C -12.00112 24.16184 -13.38978
N -12.71534 23.16026 -12.48013
C -11.67160 22.68490 -11.41240
C -13.80298 23.98931 -11.81324
C -13.27840 21.99845 -13.34200
C -13.77723 20.68727 -12.58959
O -14.58509 20.97398 -11.47632
H -12.58084 24.63573 -14.18188
H -11.11594 23.64375 -13.75873
H -11.61787 24.89713 -12.68226
H -11.17604 23.36514 -10.71974
H -11.06139 21.97802 -11.97459
H -12.22396 22.13834 -10.64802
H -13.19309 24.71037 -11.26897
H -14.27176 23.34530 -11.06920
H -14.48610 24.35085 -12.58184
H -12.50781 21.51989 -13.94638
H -13.96863 22.36115 -14.10366
H -12.86913 20.27395 -12.15070
H -14.39302 19.95469 -13.11132
H -15.06208 20.16546 -11.27537
C -5.35551 10.74236 1.63664
C -3.91603 11.00793 1.53630
C -3.41723 12.33646 0.82242
C -3.46218 12.10115 -0.71305
P -4.16674 13.56706 -1.64053
C -4.85854 14.86975 -0.43206
C -5.58777 15.95891 -1.27473
C -5.62840 17.37415 -0.80297
C -4.30430 18.11895 -0.46232
C -2.92929 14.41990 -2.77748
C -1.66787 14.96893 -1.93367
C -1.07207 16.37035 -2.26773
C -0.19448 16.27835 -3.49766
C -5.64246 12.94635 -2.65579
C -6.73576 12.39566 -1.79397
C -7.41419 11.22920 -2.52907
C -8.58123 10.67572 -1.69243
H -5.74036 9.82163 2.07512
H -5.70771 10.77229 0.60554
H -5.96366 11.58674 1.96114
H -3.45936 10.16620 1.01566
H -3.54575 10.97283 2.56088
H -2.37630 12.42428 1.13367
H -4.05491 13.11748 1.23652
H -4.08900 11.24936 -0.97701
H -2.46774 11.86581 -1.09223
H -3.96609 15.18418 0.10899
H -5.54798 14.39837 0.26836
H -6.60786 15.58863 -1.37683
H -5.37615 15.96419 -2.34398
H -6.33980 17.46684 0.01766
H -6.19882 17.97584 -1.51055
H -3.78535 17.64995 0.37363
H -4.37321 19.18374 -0.23964
H -3.70403 18.10826 -1.37208
H -3.43776 15.30463 -3.16063
H -2.59662 13.82331 -3.62691
H -0.82589 14.27796 -1.97535
H -1.95625 15.02265 -0.88388
H -0.46477 16.61752 -1.39698
H -1.82552 17.15787 -2.25260
H -0.88343 16.28561 -4.34228
H 0.58690 15.52240 -3.41975
H 0.45736 17.15186 -3.48377
H -5.24492 12.11662 -3.24026
H -5.98221 13.77410 -3.27828
H -7.36221 13.20428 -1.41742
H -6.39848 12.02301 -0.82677
H -6.76477 10.39320 -2.78882
H -7.72026 11.44238 -3.55327
H -9.54787 11.16573 -1.80902
H -8.24017 10.63820 -0.65783
H -8.87172 9.66956 -1.99465
P -23.17180 21.15967 -2.18136
F -22.30464 20.14397 -3.12957
F -23.83138 21.78444 -3.57176
F -24.45778 20.19863 -2.11890
F -23.90503 22.33687 -1.31241
F -22.56577 20.44049 -0.90986
F -21.83955 22.14675 -2.20391
P -13.44160 25.15281 -5.63839
F -14.27517 26.24945 -6.40761
F -13.55931 23.99410 -6.78175
F -12.02103 25.57566 -6.44157
F -12.63833 24.02287 -4.70557
F -13.16542 26.19114 -4.39405
F -14.85007 24.69723 -5.10365
P -9.82380 13.28627 -8.60879
F -8.88952 14.13148 -9.57841
F -10.28290 12.38386 -9.86300
F -8.55722 12.29498 -8.23153
F -10.76326 12.35558 -7.63835
F -9.53765 14.33652 -7.29398
F -11.15580 14.28389 -8.91117
P -19.70042 16.78275 -10.43042
F -18.16382 16.73154 -10.02838
F -19.18840 16.55380 -12.00523
F -19.61730 15.15706 -10.09194
F -21.20821 16.53468 -10.87948
F -20.31828 17.09396 -8.89835
F -19.82477 18.28702 -10.85238

Properties
**Orbital gap**: 8.3 eV
**HOMO energy**: -11.99 eV
**Total charge**: +2



No. 5
Entry from the Open Molecules 2025 dataset: a 2-piece molecular cluster, C4H8ClNO2 overall at a distorted geometry (wB97M-V/def2-TZVPD).

Cartesian coordinates (Å):
C 0.01520 -1.25513 0.70678
C 0.26693 -0.21081 -0.07752
C -0.32441 -0.19078 -1.47207
C 0.86104 1.08894 0.26942
Cl 2.61162 1.10406 0.53879
H 0.33545 -1.22498 1.64524
H -0.53064 -2.13096 0.46732
H -1.31044 -0.77811 -1.42640
H -0.52553 0.78067 -1.79685
H 0.39625 -0.60747 -2.27403
H 0.73234 1.77258 -0.58400
H 0.27305 1.56743 1.06491
O -2.55374 2.41059 1.35172
N -1.89168 1.40254 0.97942
O -2.26371 0.33580 1.62430
H -1.76627 -0.32207 1.35828

Properties
**Orbital gap**: 10.0 eV
**HOMO energy**: -10.23 eV
**SMILES**: C=C(C)CCl.O=NO



No. 6
Entry from the Open Molecules 2025 dataset: C16H19LuN10O9S as an isolated structure at a distorted geometry (wB97M-V/def2-TZVPD).

Cartesian coordinates (Å):
Lu 8.70132 11.66150 9.39899
O 5.14027 11.82843 14.78455
C 5.92736 11.83626 13.67512
C 6.04184 10.65402 12.92956
C 6.84404 10.65138 11.80685
N 7.48272 11.73368 11.40651
C 7.42200 12.84273 12.16983
C 6.68960 12.92485 13.30935
C 8.35601 13.86725 11.63962
O 8.76576 14.64509 12.47287
O 8.70237 13.77012 10.41713
C 7.05513 9.42284 10.99129
O 6.65761 8.36585 11.42350
O 7.81443 9.69626 10.00447
H 4.63627 10.99569 14.86665
H 5.44135 9.74176 13.19216
H 6.68983 13.83522 13.86916
O 8.66241 11.53930 7.15622
N 9.38764 10.65223 6.55570
N 10.08473 9.92002 7.32783
O 10.22942 10.25894 8.61215
C 10.76361 8.75183 6.82765
C 12.17792 8.79284 6.68041
C 12.74692 7.70742 6.00311
C 11.99680 6.64759 5.49775
C 10.62174 6.65419 5.61924
C 9.99716 7.77528 6.21326
H 12.80046 9.64572 6.95652
H 13.77553 7.74238 5.74134
H 12.51722 5.87434 4.92528
H 10.03429 5.90307 5.11782
H 8.91002 7.78601 6.44962
N 10.36755 10.96938 11.19965
N 10.84860 12.10331 11.79690
C 11.25561 13.18242 11.05201
N 11.50836 14.31587 11.76494
N 11.31691 12.95738 9.76966
N 11.82964 14.05899 9.03687
O 12.87008 14.60414 9.32529
O 11.19048 14.32090 8.05658
H 9.75592 10.43689 11.82334
H 11.08382 10.39315 10.80044
H 11.17318 12.05558 12.73731
H 10.64808 14.72573 12.13490
H 12.17714 15.05066 11.38433
C 4.96225 12.71214 5.56609
N 5.94608 13.61226 6.17030
C 6.39962 13.45556 7.40074
N 7.29551 14.35239 7.82200
S 5.81188 12.34429 8.61145
H 5.43140 11.99903 4.89919
H 4.28019 13.30140 4.91891
H 4.36060 12.16738 6.36156
H 6.20224 14.41584 5.60200
H 7.82946 14.83975 7.11808
H 7.77277 14.23534 8.72847

Properties
**Orbital gap**: 9.0 eV
**HOMO energy**: -8.66 eV



Number 1: calculated total energy -14900.1929 eV. Number 2: calculated total energy -72408.1710 eV. Number 3: calculated total energy -11998.9032 eV. Number 4: calculated total energy -173586.0449 eV. Number 5: calculated total energy -22380.5993 eV. Number 6: calculated total energy -94684.7328 eV.